# 1
Formula: C36H40N6O6PtS
Source: the OMol25 dataset
Level of theory: ωB97M-V/def2-TZVPD

Values from the calculation:
**E_LUMO (spin up / spin down)**: 0.0058 / 0.0057 Eh
**HOMO energy (spin up / spin down)**: -0.301 / -0.301 Eh
**Frontier orbital gap (spin up / spin down)**: 8.35 / 8.36 eV

ORCA input file:
```
! RIJCOSX wB97M-V def2-TZVPD def2/J DEFGRID3
* xyz 0 1
Pt 1.10 -0.81 -0.66
C -2.13 3.94 3.09
C -1.67 4.71 1.87
C -1.79 6.09 1.80
C -1.37 6.80 0.68
C -0.84 6.11 -0.40
C -0.73 4.73 -0.36
C -1.12 4.04 0.77
N -1.03 2.62 0.85
C -0.08 1.82 0.29
N 1.13 2.37 0.10
C 2.09 2.00 -0.88
C 2.09 0.74 -1.46
C 2.95 0.50 -2.53
C 3.83 1.47 -2.96
C 3.88 2.70 -2.31
C 3.01 2.98 -1.27
C 3.05 4.33 -0.58
N -0.34 0.56 0.06
C -1.74 0.21 0.04
C -2.26 -0.52 1.10
C -3.59 -0.89 1.11
C -4.41 -0.50 0.06
C -3.89 0.26 -0.98
C -2.55 0.64 -1.01
C -2.02 1.49 -2.13
H -2.43 4.63 3.88
H -1.33 3.30 3.47
H -2.98 3.30 2.86
H -2.22 6.62 2.64
H -1.47 7.87 0.66
H -0.54 6.65 -1.29
H -0.36 4.20 -1.23
H -1.83 2.13 1.21
H 1.22 3.32 0.44
H 2.91 -0.46 -3.03
H 4.49 1.27 -3.79
H 4.60 3.45 -2.61
H 3.91 4.90 -0.93
H 3.14 4.23 0.50
H 2.16 4.92 -0.79
H -1.61 -0.79 1.92
H -3.98 -1.47 1.94
H -5.45 -0.79 0.04
H -4.53 0.57 -1.79
H -2.71 1.48 -2.97
H -1.05 1.12 -2.46
H -1.92 2.54 -1.81
C 4.33 -1.55 2.04
C 3.35 -1.48 0.92
N 2.28 -0.76 0.99
O 2.08 -0.03 2.13
C 3.52 -2.22 -0.31
C 4.65 -3.18 -0.53
N 2.59 -2.06 -1.22
O 2.59 -2.64 -2.32
H 4.30 -0.64 2.63
H 5.33 -1.71 1.65
H 4.08 -2.39 2.69
H 1.11 0.00 2.21
H 4.87 -3.73 0.38
H 5.56 -2.66 -0.85
H 4.37 -3.87 -1.32
C -1.88 -2.36 -2.34
C -0.43 -2.16 -2.77
C -0.31 -2.18 -4.29
O 0.07 -0.90 -2.35
H -2.22 -3.37 -2.59
H -2.53 -1.65 -2.85
H -2.00 -2.21 -1.26
H 0.18 -2.97 -2.37
H -0.87 -1.35 -4.72
H -0.70 -3.12 -4.70
H 0.74 -2.08 -4.57
O -1.52 -1.78 4.16
S -0.61 -2.78 3.68
O 0.30 -3.37 4.61
N 0.18 -2.22 2.36
C -0.15 -2.89 1.28
O 0.29 -2.66 0.12
C -1.14 -3.99 1.49
C -1.68 -4.86 0.57
C -2.60 -5.80 1.02
C -2.97 -5.85 2.36
C -2.43 -4.97 3.29
C -1.51 -4.05 2.82
H -1.38 -4.80 -0.47
H -3.04 -6.50 0.32
H -3.69 -6.59 2.68
H -2.71 -5.01 4.33
*
```

# 2
Formula: C2H2N2O
Source: the OMol25 dataset
Level of theory: ωB97M-V/def2-TZVPD

Values from the calculation:
**E_LUMO**: -0.0301 Eh
**HOMO energy**: -0.381 Eh
**Frontier orbital gap**: 9.56 eV

ORCA input file:
```
! RIJCOSX wB97M-V def2-TZVPD def2/J DEFGRID3
* xyz 0 1
C 0.16 1.65 -0.75
C 0.23 0.28 -0.07
N 1.58 1.72 -0.55
N 1.62 0.63 0.04
O -0.61 2.16 -1.52
H -0.24 0.10 0.88
H 0.24 -0.55 -0.89
*
```

# 3
Formula: H3NO3Si
Source: the OMol25 dataset
Level of theory: ωB97M-V/def2-TZVPD

Values from the calculation:
**E_LUMO**: -0.0020 Eh
**Structure (SMILES)**: O=[N+]([O-])O[SiH3]
**HOMO energy**: -0.419 Eh
**Frontier orbital gap**: 11.36 eV

ORCA input file:
```
! RIJCOSX wB97M-V def2-TZVPD def2/J DEFGRID3
* xyz 0 1
O 2.86 0.66 0.13
N 2.78 -0.48 0.44
O 3.64 -1.20 0.75
O 1.39 -1.05 0.66
Si 0.12 -0.16 -0.04
H 0.15 1.27 0.27
H -0.27 -0.68 -1.42
H -1.18 -0.64 0.50
*
```

# 4
Formula: C17H10IN3O7Ru
Source: the OMol25 dataset
Level of theory: ωB97M-V/def2-TZVPD

Values from the calculation:
**E_LUMO**: -0.0450 Eh
**HOMO energy**: -0.294 Eh
**Frontier orbital gap**: 6.76 eV

ORCA input file:
```
! RIJCOSX wB97M-V def2-TZVPD def2/J DEFGRID3
* xyz 0 1
Ru 0.95 -0.21 -1.30
O 0.79 2.94 -0.45
C -0.43 2.61 -0.05
O -0.89 2.79 1.05
C -1.25 1.98 -1.14
C -2.50 2.51 -1.43
C -3.27 1.94 -2.43
C -2.76 0.85 -3.11
C -1.52 0.36 -2.74
N -0.77 0.90 -1.76
C -0.98 -0.82 -3.49
O -1.58 -1.43 -4.33
O 0.31 -1.11 -3.14
H 1.38 3.01 0.33
H -2.84 3.36 -0.86
H -4.24 2.35 -2.68
H -3.30 0.36 -3.91
O 2.15 2.14 1.81
C 1.58 1.07 1.80
N 1.19 0.36 0.69
C 0.43 -0.68 1.06
O -0.07 -1.35 0.12
C 0.34 -0.78 2.53
C -0.28 -1.67 3.39
C -0.15 -1.42 4.76
C 0.56 -0.32 5.22
C 1.18 0.57 4.35
C 1.06 0.31 3.00
H -0.84 -2.51 3.02
H -0.62 -2.09 5.47
H 0.64 -0.16 6.29
H 1.73 1.42 4.70
O 4.28 -2.86 -0.43
C 3.45 -2.09 -0.78
N 2.62 -1.33 -1.17
I 0.22 -4.01 -2.57
C 0.88 -2.32 -3.66
H 0.59 -2.44 -4.69
H 1.95 -2.22 -3.50
*
```